Record 1
{
  "formula": "C7H17BrN6O6P2",
  "method": "ωB97M-V with the def2-TZVPD basis set",
  "homo_energy_ev": -5.73,
  "mol_weight_g_mol": 423.1,
  "energy_ev": -117370.70350,
  "elements": ["C", "C", "C", "C", "N", "N", "C", "P", "N", "N", "C", "N", "C", "O", "O", "P", "O", "Br", "H", "H", "H", "H", "H", "H", "H", "H", "H", "H", "H", "H", "H", "H", "H", "H", "H", "N", "O", "O", "O"],
  "coordinates": [[2.116878, 0.688602, 2.499272], [2.059054, 1.327870, 1.095245], [0.645978, 1.650743, 0.620638], [0.751915, 2.767269, -0.451641], [-0.058666, 0.495637, 0.052260], [0.601395, -0.617204, -0.368867], [-0.267636, -1.470995, -0.869310], [0.210262, -3.088475, -1.611603], [1.545724, -2.989436, -2.409043], [-1.507578, -0.985070, -0.784578], [-1.351410, 0.208331, -0.201753], [-2.422250, 1.005182, 0.089076], [-2.368309, 2.274053, 0.762106], [-2.150210, 1.994725, 2.130937], [-2.120610, 3.269731, 2.768738], [-4.010986, 0.390639, -0.352529], [-4.717476, 0.657569, 1.078864], [-4.871914, 2.002670, -1.689039], [2.827047, -0.132578, 2.546893], [2.488949, 1.425797, 3.205616], [1.144156, 0.342028, 2.842602], [2.573309, 2.281934, 1.167748], [2.631008, 0.763324, 0.358889], [0.105183, 2.030074, 1.481767], [-0.143756, 2.837685, -1.060533], [0.940453, 3.696704, 0.077222], [1.616415, 2.537980, -1.070615], [1.595427, -0.808276, -0.331803], [-0.906842, -3.487520, -2.375335], [0.292900, -4.018375, -0.550607], [1.926331, -2.048079, -2.408437], [-1.650228, 2.984014, 0.355189], [-3.348990, 2.747885, 0.680998], [-1.962847, 3.026744, 3.689564], [-5.677229, 0.597950, 0.975954], [3.369018, -6.091836, -2.988444], [4.133271, -5.411553, -2.268589], [3.828950, -6.793609, -3.905878], [2.133312, -6.062132, -2.780969]],
  "atomic_forces_ev_per_a": [[0.301, 0.016, -0.225], [-0.083, -0.333, 0.784], [0.712, 1.350, -0.765], [0.116, -0.711, 0.529], [-0.095, -0.647, 0.400], [0.657, -0.715, -0.374], [-1.453, -0.524, 0.119], [1.823, -0.969, -1.167], [-0.458, 0.986, 0.573], [0.608, 0.099, 0.160], [-0.504, 0.672, 0.173], [-0.515, 0.383, -0.114], [-0.622, 0.384, 0.347], [0.481, -0.583, 0.154], [0.035, 0.563, -0.207], [0.119, -1.195, -0.545], [0.087, 0.527, -0.174], [0.250, 0.157, 0.355], [-0.080, -0.178, -0.056], [-0.171, 0.047, 0.166], [-0.037, -0.104, -0.004], [-0.019, 0.143, -0.229], [-0.042, -0.002, -0.118], [-0.418, -0.334, 0.003], [0.009, 0.136, -0.121], [-0.054, 0.205, -0.140], [-0.062, 0.145, -0.305], [0.043, 0.536, 0.231], [-0.279, 0.237, 0.521], [-0.552, 0.249, 0.093], [0.274, -0.180, -0.434], [0.298, -0.191, 0.104], [0.002, -0.040, -0.179], [-0.051, -0.206, 0.024], [-0.082, -0.005, 0.205], [0.092, 0.116, 0.061], [-0.035, -0.011, 0.029], [-0.033, 0.037, 0.012], [-0.262, -0.062, 0.111]]
}


Record 2
{
  "formula": "C7H17Cl4FGaO2",
  "method": "ωB97M-V with the def2-TZVPD basis set",
  "homo_energy_ev": -5.43,
  "total_charge": -1,
  "mol_weight_g_mol": 363.7,
  "energy_ev": -116816.12455,
  "elements": ["C", "C", "O", "C", "O", "Ga", "F", "H", "H", "H", "H", "H", "H", "H", "H", "H", "Cl", "C", "C", "Cl", "H", "H", "H", "H", "Cl", "C", "C", "Cl", "H", "H", "H", "H"],
  "coordinates": [[-1.012499, 3.247542, -1.669261], [-1.076489, 1.978220, -0.806780], [-0.738347, 0.820237, -1.571449], [-0.178235, 2.124833, 0.424081], [-0.271299, 1.125010, 1.370256], [0.519902, -0.544761, 1.078873], [-0.886697, -1.694833, 0.799690], [-0.407278, 4.026934, -1.194627], [-1.997166, 3.676539, -1.866870], [-0.550855, 3.005690, -2.627954], [-2.101546, 1.804270, -0.465109], [0.203483, 0.641041, -1.436528], [0.855710, 2.235675, 0.028207], [-0.430451, 3.093721, 0.887164], [1.459385, -0.499855, -0.209592], [1.224790, -1.069373, 2.401255], [3.925096, -2.516789, -2.678351], [2.359327, -1.901084, -3.280534], [2.489053, -0.515723, -3.867001], [2.796659, 0.689448, -2.598584], [1.660090, -1.908491, -2.447311], [2.026589, -2.594541, -4.050963], [1.547141, -0.241438, -4.340335], [3.292651, -0.465961, -4.597703], [-2.496876, -3.638651, 4.965407], [-2.562359, -2.049213, 4.131026], [-1.205923, -1.480024, 3.834916], [-0.323172, -0.993124, 5.314656], [-3.144926, -1.388280, 4.767958], [-3.084964, -2.211020, 3.190911], [-1.317724, -0.585165, 3.224099], [-0.573072, -2.170836, 3.290455]],
  "atomic_forces_ev_per_a": [[0.098, 0.091, -0.069], [-0.120, -0.124, 0.085], [0.054, 0.153, -0.050], [0.090, 0.124, -0.029], [-0.073, -0.051, -0.091], [0.221, -0.225, 0.001], [-0.074, -0.054, 0.044], [-0.011, -0.043, -0.003], [0.005, -0.067, 0.004], [-0.028, 0.012, 0.026], [0.051, 0.005, 0.019], [-0.061, -0.083, 0.058], [-0.040, 0.037, 0.039], [0.008, -0.033, -0.020], [-0.080, 0.047, -0.110], [0.030, 0.085, 0.033], [0.008, -0.004, -0.013], [-0.040, 0.003, -0.029], [-0.154, -0.116, 0.054], [0.177, 0.208, -0.110], [0.033, 0.001, 0.031], [-0.014, 0.002, 0.011], [-0.001, -0.008, 0.002], [0.023, 0.028, 0.033], [0.012, 0.014, 0.008], [-0.074, 0.049, -0.002], [0.068, 0.048, -0.070], [-0.084, -0.034, 0.110], [0.002, -0.014, 0.004], [0.037, -0.015, -0.020], [-0.020, 0.006, 0.034], [-0.045, -0.040, 0.021]]
}